An isolated molecule of C17H22N4O4S2 at a distorted geometry. Source: OMol25; level of theory: ωB97M-V/def2-TZVPD.

Each line ends with the natural charge from an NBO analysis.
Atoms and positions in Å:
1 C 4.333 -1.090 8.041  -0.634
2 C 3.227 -1.271 6.979  -0.008
3 C 3.407 -1.131 5.610  -0.233
4 C 2.382 -1.245 4.732  -0.199
5 C 1.173 -1.724 5.124  0.237
6 O 0.058 -1.700 4.309  -0.532
7 C -0.556 -0.392 4.472  -0.153
8 C -0.508 0.215 3.045  0.656
9 O -0.510 1.482 2.872  -0.539
10 N -0.634 -0.676 1.901  -0.637
11 C -0.590 -0.449 0.557  0.231
12 N -0.766 0.701 -0.003  -0.267
13 N -0.609 0.687 -1.373  -0.192
14 C -0.358 -0.590 -1.761  -0.320
15 S 0.002 -1.232 -3.423  2.209
16 O -0.622 -2.584 -3.641  -0.897
17 O 1.393 -1.263 -3.704  -0.897
18 N -0.785 -0.044 -4.572  -0.616
19 C -0.055 1.233 -4.952  -0.226
20 C -0.613 1.798 -6.180  -0.418
21 C -2.095 2.062 -6.114  -0.210
22 C -2.728 2.769 -7.320  -0.594
23 C -2.874 0.894 -5.545  -0.390
24 C -2.217 0.167 -4.345  -0.242
25 S -0.548 -1.813 -0.577  0.430
26 C 1.002 -1.997 6.519  -0.245
27 C 1.985 -1.680 7.497  -0.203
28 H 4.236 -0.068 8.565  0.224
29 H 5.270 -1.217 7.449  0.218
30 H 4.266 -1.838 8.857  0.221
31 H 4.408 -0.786 5.293  0.218
32 H 2.603 -0.938 3.700  0.221
33 H -0.158 0.177 5.278  0.235
34 H -1.559 -0.432 4.774  0.213
35 H -0.588 -1.634 2.220  0.425
36 H -0.085 1.835 -4.084  0.196
37 H 1.052 1.001 -5.044  0.231
38 H 0.022 2.673 -6.475  0.223
39 H -0.399 1.131 -7.031  0.208
40 H -2.157 2.773 -5.292  0.180
41 H -2.063 3.601 -7.522  0.213
42 H -3.744 3.133 -7.058  0.214
43 H -2.750 2.058 -8.194  0.204
44 H -3.902 1.246 -5.366  0.212
45 H -2.893 0.175 -6.229  0.193
46 H -2.566 0.756 -3.492  0.181
47 H -2.633 -0.807 -4.097  0.220
48 H 0.075 -2.160 7.081  0.220
49 H 1.673 -1.808 8.520  0.219

The HOMO energy comes out at -9.324 eV. The structure (SMILES) is Cc1ccc(OCC(=O)Nc2nnc(S(=O)(=O)N3CCC(C)CC3)s2)cc1. The multiplicity is 1.


An isolated molecule of C17H22N4O5. Source: OMol25; level of theory: ωB97M-V/def2-TZVPD.

Each line ends with the natural charge from an NBO analysis.
Atoms and positions in Å:
1 C -4.099 -4.994 -4.498  -0.185
2 C -3.803 -5.419 -3.420  -0.058
3 C -3.446 -5.950 -2.107  -0.152
4 O -2.212 -5.387 -1.623  -0.486
5 C -2.310 -4.168 -1.077  0.796
6 O -3.341 -3.564 -0.939  -0.596
7 C -0.957 -3.664 -0.645  -0.324
8 N -1.108 -2.349 -0.081  -0.611
9 C -0.036 -1.548 0.099  0.684
10 O 1.105 -1.929 -0.102  -0.633
11 C -0.350 -0.119 0.529  -0.141
12 C -0.848 0.682 -0.681  -0.391
13 C -1.186 2.126 -0.333  -0.419
14 C -1.731 2.887 -1.522  -0.053
15 O -0.747 2.926 -2.535  -0.545
16 C -1.187 3.622 -3.676  -0.244
17 N 0.854 0.440 1.101  -0.608
18 C 0.814 1.193 2.220  0.655
19 O -0.210 1.617 2.730  -0.626
20 C 2.167 1.585 2.748  0.046
21 C 2.362 2.865 3.250  0.041
22 N 3.552 3.278 3.666  -0.386
23 C 4.559 2.408 3.592  0.182
24 C 5.902 2.858 4.077  -0.642
25 C 4.355 1.133 3.066  -0.009
26 N 3.173 0.727 2.626  -0.369
27 H -4.362 -4.612 -5.455  0.238
28 H -4.242 -5.753 -1.392  0.232
29 H -3.261 -7.020 -2.165  0.226
30 H -0.536 -4.376 0.071  0.232
31 H -0.280 -3.652 -1.501  0.246
32 H -2.051 -2.008 0.022  0.424
33 H -1.121 -0.123 1.305  0.231
34 H -0.083 0.659 -1.460  0.225
35 H -1.737 0.189 -1.089  0.200
36 H -1.921 2.156 0.475  0.219
37 H -0.295 2.638 0.036  0.215
38 H -2.640 2.401 -1.907  0.155
39 H -2.004 3.910 -1.227  0.168
40 H -0.378 3.607 -4.403  0.193
41 H -2.073 3.147 -4.115  0.163
42 H -1.435 4.663 -3.436  0.164
43 H 1.721 -0.024 0.859  0.443
44 H 1.532 3.557 3.314  0.217
45 H 6.658 2.087 3.934  0.215
46 H 6.208 3.759 3.545  0.234
47 H 5.851 3.108 5.137  0.234
48 H 5.178 0.431 2.986  0.198

The HOMO energy comes out at -9.430 eV. The structure (SMILES) is C#CCOC(=O)CNC(=O)[C@H](CCCOC)NC(=O)c1cnc(C)cn1. The multiplicity is 1.


A structure of composition C17H22N5O4PS6Ta. Source: OMol25; level of theory: ωB97M-V/def2-TZVPD.

Each line ends with the natural charge from an NBO analysis.
Atoms and positions in Å:
1 Ta 0.409 0.444 -0.317  0.909
2 S -2.006 0.865 -1.019  -0.024
3 C -1.690 2.555 -1.007  -0.183
4 S -0.089 2.919 -0.442  -0.119
5 C -2.588 3.523 -1.375  -0.438
6 C -2.243 4.903 -1.292  0.296
7 N -1.947 6.014 -1.225  -0.335
8 C -3.893 3.171 -1.830  0.295
9 N -4.945 2.886 -2.200  -0.325
10 N 2.483 1.426 -0.655  -0.826
11 C 3.545 0.425 -0.871  -0.230
12 C 3.467 -0.555 0.279  -0.235
13 N 2.087 -1.071 0.359  -0.849
14 H 2.384 2.036 -1.462  0.426
15 H 2.723 2.030 0.129  0.400
16 H 4.531 0.889 -0.936  0.209
17 H 3.333 -0.074 -1.819  0.215
18 H 3.685 -0.037 1.215  0.211
19 H 4.190 -1.363 0.165  0.215
20 H 1.853 -1.307 1.320  0.422
21 H 1.991 -1.937 -0.172  0.430
22 C -0.191 -1.182 6.114  -0.623
23 C 0.171 -1.010 4.659  -0.066
24 O -0.736 -0.041 4.091  -0.828
25 P -0.637 0.378 2.564  1.798
26 S -0.851 -1.167 1.327  -0.417
27 S 1.128 1.227 2.156  -0.519
28 O -1.850 1.351 2.401  -0.829
29 C -1.840 2.771 2.713  -0.061
30 C -2.273 3.002 4.140  -0.634
31 H 0.473 -1.915 6.573  0.218
32 H -1.217 -1.533 6.213  0.221
33 H -0.090 -0.238 6.650  0.217
34 H 0.065 -1.947 4.108  0.193
35 H 1.192 -0.641 4.539  0.186
36 H -2.534 3.207 1.997  0.209
37 H -0.845 3.165 2.508  0.205
38 H -3.256 2.567 4.316  0.220
39 H -2.333 4.075 4.327  0.223
40 H -1.564 2.567 4.844  0.212
41 O 1.091 -3.536 -1.080  -0.947
42 S -0.094 -2.951 -1.658  2.308
43 O -1.365 -3.293 -1.111  -0.882
44 N 0.144 -1.299 -1.687  -0.889
45 C 0.296 -0.835 -2.918  0.136
46 S 0.626 0.795 -3.039  0.027
47 C 0.133 -1.846 -3.973  -0.142
48 C 0.172 -1.685 -5.346  -0.146
49 C -0.014 -2.810 -6.139  -0.188
50 C -0.234 -4.062 -5.571  -0.178
51 C -0.273 -4.226 -4.190  -0.200
52 C -0.085 -3.099 -3.422  -0.228
53 H 0.334 -0.708 -5.781  0.240
54 H 0.005 -2.714 -7.216  0.227
55 H -0.381 -4.919 -6.214  0.227
56 H -0.451 -5.193 -3.739  0.240

The HOMO energy (alpha / beta) comes out at -7.052 / -7.743 eV. Its expectation value of S² is 0.757. The multiplicity is 2.


A structure of composition C17H23B3Br45O4P at a distorted geometry. Source: OMol25; level of theory: ωB97M-V/def2-TZVPD.

Each line ends with the Löwdin charge.
Atoms and positions in Å:
1 C 4.499 -0.405 -1.273  -0.006
2 B 3.523 0.541 -2.041  -0.737
3 O 3.236 1.880 -1.686  0.061
4 B 2.646 2.439 -2.838  -0.551
5 O 1.384 1.969 -3.163  0.177
6 B 1.481 0.607 -3.024  -0.724
7 P 0.004 -0.560 -2.690  0.923
8 C -0.507 -0.239 -0.944  -0.282
9 O 0.603 -2.107 -2.643  -0.341
10 O 2.776 0.061 -3.123  0.196
11 H 4.030 -1.389 -1.231  0.083
12 H 5.441 -0.479 -1.813  0.004
13 H 4.688 -0.033 -0.267  0.079
14 H 3.212 3.208 -3.515  0.054
15 H -1.590 -0.232 -0.855  -0.052
16 H -0.076 -1.039 -0.342  0.051
17 H -0.076 0.709 -0.624  0.030
18 H 0.339 -2.520 -3.466  0.030
19 C -4.993 -0.147 -0.467  -1.586
20 Br -5.051 1.764 -0.641  0.602
21 Br -4.684 -1.009 -2.149  0.563
22 Br -3.697 -0.675 0.865  0.624
23 H -5.964 -0.472 -0.118  -0.044
24 C -0.824 4.957 -2.228  -1.636
25 Br -2.237 6.241 -2.455  0.583
26 Br 0.287 5.373 -0.713  0.594
27 Br -1.502 3.163 -2.130  0.623
28 H -0.197 5.013 -3.106  -0.029
29 C -5.815 2.307 3.002  -1.652
30 Br -6.402 0.692 3.874  0.546
31 Br -7.157 3.679 3.092  0.526
32 Br -4.121 2.909 3.683  0.585
33 H -5.670 2.067 1.958  -0.134
34 C -10.203 1.913 0.955  -1.608
35 Br -8.433 1.415 0.375  0.559
36 Br -10.391 1.679 2.852  0.536
37 Br -10.645 3.702 0.407  0.587
38 H -10.901 1.246 0.472  -0.029
39 C 8.473 -2.896 -1.677  -1.624
40 Br 8.890 -4.691 -1.130  0.576
41 Br 7.162 -2.867 -3.084  0.587
42 Br 7.945 -1.819 -0.165  0.533
43 H 9.381 -2.464 -2.073  -0.029
44 C -3.297 -4.360 -0.184  -1.621
45 Br -2.637 -6.139 0.118  0.599
46 Br -2.523 -3.576 -1.760  0.557
47 Br -5.222 -4.313 -0.241  0.599
48 H -2.996 -3.758 0.660  -0.052
49 C -10.492 4.636 6.022  -1.614
50 Br -9.889 2.815 6.172  0.510
51 Br -9.745 5.519 4.483  0.549
52 Br -12.411 4.758 6.045  0.583
53 H -10.127 5.158 6.894  -0.030
54 C 8.371 -0.988 3.846  -1.660
55 Br 10.117 -1.694 3.463  0.551
56 Br 8.070 -0.818 5.737  0.564
57 Br 8.058 0.669 2.915  0.568
58 H 7.652 -1.703 3.472  -0.093
59 C 9.140 -2.781 9.416  -1.637
60 Br 7.252 -2.743 9.786  0.569
61 Br 9.525 -3.839 7.856  0.521
62 Br 9.867 -1.005 9.266  0.561
63 H 9.623 -3.254 10.258  -0.032
64 C 4.104 3.473 -6.858  -1.587
65 Br 3.614 1.913 -5.851  0.699
66 Br 2.669 4.752 -6.927  0.574
67 Br 5.727 4.266 -6.185  0.604
68 H 4.299 3.154 -7.871  -0.041
69 C 7.592 -5.609 4.094  -1.609
70 Br 6.170 -5.219 5.330  0.584
71 Br 7.582 -4.404 2.597  0.574
72 Br 9.305 -5.628 4.968  0.548
73 H 7.419 -6.603 3.709  -0.029
74 C 0.734 2.176 -10.044  -1.637
75 Br 2.541 1.746 -10.556  0.571
76 Br 0.479 1.965 -8.153  0.556
77 Br 0.232 3.936 -10.635  0.573
78 H 0.084 1.472 -10.541  -0.031
79 C 7.430 2.504 -2.889  -1.550
80 Br 5.562 2.347 -2.417  0.911
81 Br 8.287 3.925 -1.915  0.592
82 Br 8.350 0.824 -2.666  0.580
83 H 7.489 2.758 -3.939  -0.056
84 C -10.890 -1.206 7.831  -1.642
85 Br -11.386 -3.062 7.750  0.579
86 Br -9.704 -0.730 6.392  0.538
87 Br -12.429 -0.055 7.882  0.572
88 H -10.348 -1.059 8.753  -0.029
89 C -6.408 -4.756 -3.861  -1.667
90 Br -6.823 -6.632 -3.905  0.576
91 Br -5.132 -4.274 -5.218  0.559
92 Br -7.994 -3.671 -3.960  0.566
93 H -5.946 -4.553 -2.908  -0.121

The HOMO energy comes out at -8.397 eV. The multiplicity is 1.